(1)
DFT (the ωB97M-V functional and the def2-TZVPD basis) results for the molecule C2H5NOS.

```
10
Properties=species:S:1:pos:R:3:forces:R:3
C -0.72320 -0.46390 -1.38003 -0.4 0.9 0.0
O -0.19231 -1.26474 -0.32505 -0.5 -1.0 -0.5
C 0.23290 -0.57946 0.71176 -0.7 1.0 0.7
N 0.32511 0.69256 0.65670 0.3 -0.8 0.4
S 0.88695 1.39862 2.11695 -0.1 0.1 -0.1
H -1.03160 -1.11845 -2.20915 0.3 0.2 0.5
H 0.06274 0.25562 -1.66452 -0.6 -0.3 -0.3
H -1.60025 0.11231 -0.96536 0.8 -0.5 -0.6
H 0.30202 -1.18150 1.63023 0.5 0.0 -0.4
H 1.73765 2.14893 1.42848 0.3 0.4 0.2
```
Forces are in eV/Å.

Calculated values
SMILES string = CO/C=N/S
orbital gap = 9.60 eV
calculated total energy = -16526.540 eV
HOMO energy = -0.3180 Eh

Results of the Löwdin charge analysis, in e, for atoms 1 through 6: -0.08, -0.10, -0.40, -0.37, 0.70, 0.09



(2)
DFT (the ωB97M-V functional and the def2-TZVPD basis) results for a structure of composition C4H6P2.

```
12
Properties=species:S:1:pos:R:3:forces:R:3
C -0.51067 0.86035 1.56397 -1.6 1.4 -0.6
C -0.68288 1.51090 0.38283 -0.4 -0.4 0.9
C 0.02893 -0.38773 0.96631 -3.2 -1.0 -0.2
C -0.04258 0.38888 -0.35454 2.0 -0.4 -0.7
P 1.29400 -1.46571 -1.91995 0.8 -0.5 -0.2
P -0.47630 -0.53211 -1.84874 -1.0 -0.8 -1.1
H -0.90628 1.08765 2.53755 0.3 0.1 0.4
H -1.21047 2.41375 0.04662 0.5 -0.4 0.3
H 0.98706 -0.68338 1.25712 1.4 -0.9 0.5
H -0.75898 -1.24282 0.93283 1.5 1.2 0.5
H 1.01248 0.49113 -0.57868 0.4 1.2 0.0
H 1.26570 -2.44091 -2.98531 -0.7 0.5 0.2
```
Forces are in eV/Å.

Calculated values
orbital gap = 8.11 eV
calculated total energy = -22819.241 eV
HOMO energy = -0.3251 Eh

Results of the Löwdin charge analysis, in e, for atoms 1 through 6: -0.09, -0.07, -0.23, -0.77, 0.42, 0.53



(3)
DFT (the ωB97M-V functional and the def2-TZVPD basis) results for a structure of composition CH4N2O2S.

```
10
Properties=species:S:1:pos:R:3:forces:R:3
C -0.67572 -0.02587 -0.30969 2.5 2.3 5.2
N -1.19898 -1.00582 -1.01032 -2.4 -0.9 -1.5
N -0.04044 -0.23013 0.87539 -2.1 2.6 -4.2
O 2.68598 0.80222 1.66545 0.6 -0.7 0.4
O 1.85730 1.62410 -0.48561 -0.2 -0.4 0.7
S 1.62910 1.41159 0.93565 -0.2 1.6 -0.8
H -0.78728 1.07595 -0.55716 0.3 -1.6 -0.5
H -1.85778 -0.72748 -1.75448 0.7 -0.4 0.6
H -1.58096 -1.74019 -0.41031 0.4 0.0 -0.6
H -0.03123 -1.18437 1.05109 0.4 -2.4 0.7
```
Forces are in eV/Å.

Calculated values
orbital gap = 10.11 eV
calculated total energy = -19011.217 eV
HOMO energy = -0.3559 Eh

Results of the Löwdin charge analysis, in e, for atoms 1 through 6: -0.32, 0.09, -0.04, -0.44, -0.47, 0.78



(4)
DFT (the ωB97M-V functional and the def2-TZVPD basis) results for a cluster of 5 separate species, C16H27BrO14PS2 in total.

```
61
Properties=species:S:1:pos:R:3:forces:R:3
C -1.75376 3.55642 -4.15879 0.2 0.4 0.7
C -1.28554 3.13043 -2.70201 1.1 0.1 -0.5
C -1.52639 1.61066 -2.42552 -1.8 0.9 -0.4
C -3.03769 1.18002 -2.36059 0.3 -1.1 -0.1
S -0.77008 1.23292 -0.76366 1.1 -1.0 -1.4
Br -1.12693 -0.94270 -0.42182 0.0 1.4 -0.1
P -1.79204 2.37539 0.77453 -1.8 1.6 4.1
O -0.64963 3.48829 1.28622 -2.2 -1.5 -2.6
O -3.04263 3.29525 0.19176 2.5 -0.8 -0.2
S -2.31514 1.26796 2.26225 0.5 0.1 -1.4
H -0.87877 3.85839 -4.77379 -0.6 -0.5 0.4
H -2.31504 2.75364 -4.67198 0.2 0.6 0.2
H -2.35783 4.48284 -4.03781 0.1 -0.9 -0.3
H -1.72573 3.81767 -1.95308 0.0 -0.7 -0.3
H -0.17969 3.29619 -2.68375 -0.8 -0.1 0.2
H -1.01243 1.04935 -3.24079 0.1 0.0 1.1
H -3.09450 0.12131 -2.70903 0.0 0.7 0.2
H -3.44091 1.15673 -1.32320 0.2 0.3 -0.8
H -3.70306 1.76298 -3.02389 0.6 -0.1 0.4
H -0.73736 4.23438 0.66261 0.5 0.4 0.4
H -3.86444 2.78672 0.14875 -0.1 -0.1 0.2
C 1.76808 -4.36118 -2.23184 0.1 -0.6 0.2
C 2.79715 -3.27270 -2.10415 0.5 0.0 0.3
O 2.36102 -2.31460 -3.07105 -0.4 -0.1 0.0
C 1.03589 -2.50655 -3.26741 0.0 0.1 -0.1
O 0.33159 -1.76691 -3.88204 -0.1 0.1 0.2
O 0.60940 -3.64434 -2.66721 0.1 0.4 0.0
H 1.57839 -4.87297 -1.28996 -0.2 0.1 -0.1
H 2.03099 -5.10113 -2.99075 0.0 0.1 0.0
H 2.79279 -2.80506 -1.11600 0.0 0.0 -0.1
H 3.80468 -3.61888 -2.32662 0.0 0.2 -0.1
C -4.41794 -3.06787 -0.49729 0.0 0.3 0.4
C -3.74768 -3.47198 -1.78043 0.5 0.1 -0.3
O -4.44744 -4.65174 -2.15094 -0.1 0.2 0.3
C -5.67059 -4.60026 -1.55662 -0.4 -0.4 -0.1
O -6.56003 -5.34392 -1.79037 0.1 0.1 0.0
O -5.73600 -3.57798 -0.65960 0.2 0.0 -0.1
H -4.43281 -1.98674 -0.35644 -0.2 -0.1 0.0
H -3.96041 -3.53528 0.37923 0.0 0.0 0.0
H -3.87191 -2.72563 -2.57080 0.0 0.0 0.0
H -2.68443 -3.67730 -1.65141 -0.1 -0.2 -0.1
C 0.48039 0.23800 4.83887 -0.4 0.3 0.2
C 1.75867 0.67128 4.17915 0.0 0.3 0.0
O 2.59277 -0.47950 4.32740 -0.3 -0.2 0.0
C 1.77983 -1.55721 4.47373 0.2 -0.3 0.0
O 2.15027 -2.68522 4.45022 0.0 0.0 -0.1
O 0.48738 -1.17707 4.64477 0.2 0.0 -0.1
H -0.39862 0.68931 4.38140 0.0 -0.2 0.0
H 0.47014 0.44837 5.91104 0.0 0.0 0.0
H 1.63113 0.88063 3.11323 0.0 0.0 0.0
H 2.20016 1.53531 4.65633 0.1 -0.2 0.0
C 5.66553 2.04580 1.94231 0.3 -0.1 -0.5
C 6.21570 2.09104 3.34080 0.6 -0.2 0.2
O 5.24836 2.88254 4.03121 -0.3 0.0 -0.3
C 4.08391 2.78854 3.35139 0.1 0.3 0.2
O 3.03743 3.19134 3.75258 0.1 0.3 -0.2
O 4.25833 2.17215 2.15627 -0.1 0.1 0.2
H 5.89878 1.11446 1.42908 -0.2 0.0 0.0
H 6.00631 2.88404 1.32974 0.0 0.0 0.1
H 6.26132 1.10347 3.80583 -0.1 0.0 0.0
H 7.20103 2.55092 3.38996 -0.1 0.1 0.1
```
Forces are in eV/Å.

Calculated values
net charge = +1
orbital gap = 6.67 eV
calculated total energy = -146690.549 eV
HOMO energy = -0.4712 Eh

Results of the Löwdin charge analysis, in e, for atoms 1 through 6: -0.06, -0.26, -0.55, -0.11, 0.56, 0.50



(5)
DFT (the ωB97M-V functional and the def2-TZVPD basis) results for a structure of composition C26H29N5S2SeV.

```
64
Properties=species:S:1:pos:R:3:forces:R:3
V 0.37182 -0.78006 -0.48350 0.4 0.4 0.3
C -3.23655 0.24669 2.89480 0.0 0.0 0.0
N -3.37203 -0.40969 1.60764 0.0 0.0 0.0
C -4.47045 -0.34769 0.76258 0.0 0.1 0.2
C -4.18327 -1.07642 -0.32350 0.1 -0.1 -0.1
N -2.89658 -1.58167 -0.14441 0.0 -0.1 0.0
C -2.39418 -1.17313 1.06256 -0.2 0.2 -0.1
S -0.90988 -1.54770 1.73866 0.1 -0.1 0.1
C -2.23539 -2.41745 -1.07891 -0.1 0.0 -0.1
C -2.93380 -3.47426 -1.64081 0.1 0.1 0.0
C -2.32225 -4.19913 -2.64920 -0.1 -0.1 0.0
C -1.04506 -3.84490 -3.05186 0.0 0.1 0.1
C -0.40930 -2.80297 -2.40353 0.0 -0.1 0.0
N -0.98868 -2.09683 -1.41885 -0.2 -0.1 -0.2
H -4.20011 0.66705 3.17281 0.0 0.0 0.0
H -2.49264 1.04013 2.83427 0.0 0.0 0.0
H -2.91641 -0.47514 3.64232 0.0 0.0 0.0
H -5.34307 0.23334 1.00292 0.0 0.0 0.0
H -4.74027 -1.24534 -1.22676 0.0 0.0 0.0
H -3.92522 -3.71143 -1.28185 0.0 0.0 0.0
H -2.83670 -5.03069 -3.11294 0.0 0.0 0.0
H -0.53292 -4.37190 -3.84344 0.0 0.0 0.0
H 0.59771 -2.49632 -2.65704 0.0 0.0 0.0
C 1.22330 0.21521 -2.20340 -0.1 0.0 -0.1
H 2.00439 0.90775 -1.84868 0.0 0.0 0.0
H 0.50656 0.84578 -2.75213 0.0 0.0 0.0
H 1.71335 -0.42080 -2.95240 -0.1 0.0 0.0
N 0.77521 1.79712 1.66722 0.0 0.0 0.0
C -0.29316 1.97851 0.88004 -0.3 0.1 -0.1
N -0.65571 1.17401 -0.07828 0.0 0.0 0.0
C -1.78156 1.65667 -0.73768 0.0 0.1 0.0
C -2.34518 1.10029 -1.88078 0.0 0.0 0.0
C -3.47443 1.68646 -2.42674 0.0 0.0 0.0
C -4.04883 2.81796 -1.84972 0.0 0.0 0.0
C -3.48005 3.40133 -0.72763 -0.1 0.0 0.0
C -2.34282 2.81810 -0.19340 0.1 -0.1 0.1
S -1.35438 3.35769 1.14288 0.0 0.0 0.0
H 1.47653 1.10530 1.42410 0.0 0.0 0.1
H 1.07651 2.52814 2.28567 0.0 0.0 0.0
H -1.87020 0.23948 -2.33403 0.0 0.0 0.0
H -3.91238 1.26720 -3.32381 0.0 0.0 0.0
H -4.93149 3.26087 -2.29290 0.0 0.0 0.0
H -3.90313 4.29865 -0.29383 0.0 0.0 0.0
C 5.26328 2.68891 2.10076 0.0 0.0 0.0
C 4.56069 1.44247 1.62857 0.0 0.0 0.0
C 3.75836 0.69802 2.47436 0.0 0.0 0.0
C 3.10093 -0.46464 2.05298 0.1 0.0 -0.1
C 2.31673 -1.22751 3.08744 0.0 -0.1 0.0
C 3.22978 -0.88637 0.71561 0.1 0.0 0.1
Se 2.28866 -2.43840 0.04635 0.1 -0.1 0.0
C 4.11195 -0.17467 -0.13436 -0.1 0.0 0.1
C 4.42004 -0.66351 -1.51934 0.1 0.0 0.0
C 4.73880 0.97333 0.33045 0.0 0.0 -0.1
H 4.92568 2.97971 3.09630 0.0 0.0 0.0
H 5.08302 3.52524 1.42265 0.0 0.0 0.0
H 6.34348 2.53653 2.14729 0.0 0.0 0.0
H 3.64441 1.01057 3.51055 0.0 0.0 0.0
H 2.90337 -1.30626 4.00602 0.0 0.0 0.0
H 2.06902 -2.22661 2.73451 0.0 0.0 0.0
H 1.38164 -0.72099 3.34006 0.0 0.0 0.0
H 3.50887 -0.80431 -2.09012 0.0 0.0 0.0
H 4.91584 -1.63569 -1.47139 0.0 0.0 0.0
H 5.06946 0.03961 -2.04359 0.0 0.0 0.0
H 5.39869 1.51439 -0.34157 0.0 0.0 0.0
```
Forces are in eV/Å.

Calculated values
orbital gap (spin up / spin down) = 6.04 / 6.62 eV
multiplicity = 4
calculated total energy = -147589.261 eV
HOMO energy (spin up / spin down) = -0.2159 / -0.2417 Eh

Results of the Löwdin charge analysis, in e, for atoms 1 through 6: 0.32, -0.02, -0.10, -0.03, -0.04, 0.00



(6)
DFT (the ωB97M-V functional and the def2-TZVPD basis) results for a cluster of 3 separate species, C6H18O3S3 in total.

```
30
Properties=species:S:1:pos:R:3:forces:R:3
C -1.24498 -0.79127 1.72312 4.1 3.3 -2.4
S -1.06380 -1.52281 0.04329 -1.8 1.2 -0.2
O -2.11929 -0.98280 -0.92088 1.4 -0.5 1.5
C 0.45309 -0.69931 -0.36534 -1.2 1.4 -2.8
H -0.92358 0.32681 1.86364 0.0 -1.3 -1.5
H -0.45042 -1.18890 2.27485 0.5 -1.5 1.4
H -2.13062 -0.58123 2.11189 -4.3 -1.0 1.8
H 0.59452 -1.06942 -1.38927 -0.2 0.3 -0.2
H 1.31613 -1.07854 0.05459 1.6 -0.6 1.8
H 0.39690 0.42153 -0.46336 -0.1 -1.2 0.6
C 4.40149 -2.34260 -0.95580 -1.4 -1.3 0.4
S 4.63789 -2.09304 -2.74615 -0.4 -0.3 1.4
O 3.26732 -1.65109 -3.07815 -0.1 0.6 -1.0
C 5.83645 -0.73696 -2.75518 -9.4 6.0 -5.5
H 5.29616 -2.65577 -0.48713 1.4 0.5 0.7
H 3.90360 -3.39151 -0.92341 -0.1 2.0 -0.1
H 3.81376 -1.51295 -0.37688 1.2 -1.6 -1.4
H 6.62331 -0.96316 -2.32350 8.0 -2.6 3.3
H 5.44307 0.18892 -2.13629 0.3 -1.8 -1.2
H 5.83748 -0.29250 -3.95096 0.5 -1.6 3.5
C -4.45743 0.86263 1.59682 0.7 0.4 4.6
S -4.48059 2.18877 0.45790 -0.5 1.3 -0.7
O -5.93452 2.43728 0.20885 0.4 -0.1 -0.2
C -4.00076 3.54589 1.57544 -5.8 2.6 -4.2
H -3.53400 1.05541 2.40319 -2.6 -0.5 -1.9
H -4.32806 -0.10896 1.20117 0.4 -0.8 -1.1
H -5.48483 0.79750 2.12201 1.7 0.6 -0.5
H -3.12933 3.56928 1.92011 7.5 -1.3 3.5
H -4.75402 3.70307 2.33239 -0.3 0.0 0.1
H -3.78494 4.56576 0.98304 -1.6 -2.1 0.5
```
Forces are in eV/Å.

Calculated values
orbital gap = 9.14 eV
calculated total energy = -45154.816 eV
HOMO energy = -0.3214 Eh

Results of the Löwdin charge analysis, in e, for atoms 1 through 6: -0.25, 0.86, -0.56, -0.29, 0.10, 0.02



Number 6 is which compound? C6H18O3S3